{
  "formula": "C22H39IrN2O2P3",
  "method": "ωB97M-V/def2-TZVPD",
  "symbols": ["P", "C", "H", "H", "H", "C", "H", "H", "H", "C", "H", "H", "H", "P", "C", "H", "H", "H", "C", "H", "H", "H", "C", "H", "H", "H", "P", "C", "H", "H", "H", "C", "H", "H", "H", "C", "H", "H", "H", "Ir", "C", "O", "C", "O", "C", "C", "C", "C", "C", "C", "H", "H", "H", "H", "H", "H", "N", "C", "C", "C", "C", "C", "N", "H", "H", "H", "H", "H", "H"],
  "coordinates": [[-0.84568, -1.71293, -2.62168], [-2.65049, -1.90804, -2.85571], [-2.84458, -2.76400, -3.51889], [-3.08055, -0.99086, -3.28267], [-3.10524, -2.08987, -1.87104], [-0.23755, -1.30322, -4.30258], [0.86151, -1.26092, -4.28746], [-0.62492, -0.31834, -4.60405], [-0.56929, -2.07528, -5.01189], [-0.33402, -3.46099, -2.41324], [-0.53155, -4.01970, -3.33946], [-0.90595, -3.89743, -1.58143], [0.73410, -3.51116, -2.16484], [1.11650, -1.47680, 2.39027], [-0.41842, -1.74956, 3.30763], [-0.14226, -2.13104, 4.29864], [-1.04502, -2.48472, 2.79319], [-0.96442, -0.80607, 3.41644], [1.83706, -3.14898, 2.35927], [2.87733, -3.12930, 2.01808], [1.23820, -3.78982, 1.69979], [1.78768, -3.53902, 3.38308], [2.09837, -0.50997, 3.57568], [2.39695, -1.18455, 4.39143], [1.47000, 0.29533, 3.98321], [2.99055, -0.08013, 3.10643], [0.41010, 3.17969, -0.06206], [-1.00116, 4.14081, 0.56816], [-0.91188, 5.19140, 0.25837], [-1.01837, 4.06903, 1.66333], [-1.93279, 3.71512, 0.17341], [1.83297, 3.84648, 0.86763], [1.79099, 4.94398, 0.86069], [2.77704, 3.50035, 0.42739], [1.76391, 3.47717, 1.89997], [0.61043, 3.77704, -1.77621], [0.79777, 4.86161, -1.78160], [-0.30671, 3.54040, -2.33881], [1.44700, 3.26255, -2.26694], [1.12885, -0.41077, 0.14153], [-0.55930, -1.27611, 0.03412], [-1.58415, -1.79813, 0.28740], [0.10070, 0.97091, 1.00715], [-0.58682, 1.36243, 1.89504], [3.21047, 0.53176, 0.23941], [2.71291, 1.00698, -0.98233], [2.21192, 0.10654, -1.92688], [2.28740, -1.27332, -1.68171], [2.89743, -1.74504, -0.51443], [3.43444, -0.84100, 0.41622], [3.46188, 1.22208, 1.03979], [2.67491, 2.06944, -1.18237], [1.75403, 0.48292, -2.83924], [1.88716, -1.98283, -2.39628], [2.91596, -2.80910, -0.30493], [3.95066, -1.19232, 1.30410], [-1.60573, 1.69454, -2.48705], [-2.69148, 1.56072, -1.63473], [-3.94012, 2.09758, -2.02618], [-5.00541, 1.98126, -1.14236], [-4.78171, 1.32954, 0.08004], [-3.51057, 0.84328, 0.37703], [-2.46950, 0.96494, -0.45313], [-0.84289, 1.03386, -2.32349], [-1.83571, 1.85595, -3.46482], [-4.01978, 2.56826, -3.00376], [-5.99124, 2.37577, -1.39728], [-5.57783, 1.20434, 0.80503], [-3.33609, 0.32433, 1.31815]],
  "total_energy_ha": -2248.39359,
  "charge": 4,
  "spin_multiplicity": 6,
  "e_above_lowest_ev": 0.546,
  "homo_lumo_gap_ev": [6.1289, 5.9775],
  "s_squared": 8.80
}

=====

{
  "formula": "C30H33BrN4O2RhS",
  "method": "ωB97M-V/def2-TZVPD",
  "symbols": ["Rh", "N", "C", "S", "N", "N", "C", "C", "C", "C", "C", "C", "C", "O", "H", "H", "H", "H", "H", "H", "H", "C", "C", "C", "C", "C", "C", "C", "Br", "C", "O", "C", "C", "C", "C", "C", "C", "H", "H", "H", "H", "H", "H", "H", "H", "H", "H", "H", "H", "H", "H", "H", "H", "H", "H", "H", "H", "C", "C", "C", "C", "C", "C", "C", "C", "N", "H", "H", "H", "H", "H", "H"],
  "coordinates": [[0.06228, 0.07408, 0.24204], [-3.32487, -1.21803, 2.65299], [-2.44278, -0.72269, 1.72338], [-0.90852, -0.24165, 2.38793], [-2.83501, -0.53779, 0.50653], [-1.93644, -0.17552, -0.42070], [-2.42257, 0.33636, -1.53027], [-1.69458, 0.73722, -2.68551], [-2.39715, 0.97867, -3.87992], [-1.76371, 1.33210, -5.05164], [-0.38247, 1.50938, -5.06962], [0.33166, 1.37247, -3.90525], [-0.27392, 0.96709, -2.69094], [0.48691, 0.86441, -1.66877], [-2.87876, -1.59913, 3.47371], [-4.10098, -1.74655, 2.28869], [-3.50605, 0.47369, -1.56941], [-3.47120, 0.83976, -3.87431], [-2.33259, 1.48255, -5.96001], [0.12939, 1.75645, -5.99137], [1.40152, 1.52030, -3.88226], [6.34860, -4.67444, 1.23563], [6.36103, -3.43638, 0.32666], [7.23608, -2.37360, 0.99107], [6.99902, -3.79944, -1.02078], [4.93296, -2.95835, 0.12804], [4.47876, -1.71346, 0.52824], [3.14462, -1.40245, 0.39683], [2.56237, 0.34905, 0.98126], [2.15080, -2.27537, -0.11193], [0.91427, -1.97066, -0.09632], [2.65830, -3.51966, -0.60927], [3.99875, -3.81045, -0.45310], [1.79051, -4.57636, -1.28363], [0.34822, -4.13695, -1.53162], [1.75844, -5.83332, -0.39917], [2.39058, -4.92294, -2.65683], [7.36910, -4.99929, 1.43719], [5.80896, -5.49809, 0.77479], [5.86171, -4.43704, 2.17909], [8.24113, -2.76768, 1.13861], [6.82790, -2.09563, 1.95946], [7.30004, -1.48692, 0.36532], [8.03732, -4.09352, -0.86859], [6.97025, -2.94276, -1.69034], [6.47598, -4.62293, -1.50045], [5.13838, -0.97690, 0.95044], [4.35740, -4.76885, -0.80214], [-0.16875, -3.92894, -0.60031], [-0.18114, -4.93228, -2.05841], [0.31456, -3.23596, -2.13789], [1.36290, -5.58356, 0.58304], [2.75148, -6.25820, -0.26581], [1.11656, -6.59064, -0.84865], [2.42280, -4.02971, -3.27691], [1.76956, -5.66662, -3.15558], [3.39994, -5.32045, -2.58109], [-0.86576, 2.63985, 0.79142], [0.30834, 3.32291, 1.08742], [0.96946, 4.10939, 0.10165], [2.09024, 4.82997, 0.39504], [2.64935, 4.78090, 1.68744], [2.03101, 3.98586, 2.67283], [0.89299, 3.29031, 2.38725], [3.80640, 5.50498, 1.98098], [4.75568, 6.11626, 2.21914], [-1.33708, 2.79738, -0.16792], [-1.49872, 2.29454, 1.59322], [0.54820, 4.13727, -0.89256], [2.55865, 5.44946, -0.35835], [2.46340, 3.94872, 3.66451], [0.42538, 2.67558, 3.14416]],
  "total_energy_ha": -4615.28713,
  "charge": -1,
  "spin_multiplicity": 1,
  "e_above_lowest_ev": 1.840,
  "homo_lumo_gap_ev": [5.7745, 5.7789]
}

=====

{
  "formula": "C27H27Si",
  "method": "ωB97M-V/def2-TZVPD",
  "symbols": ["C", "C", "C", "C", "C", "C", "C", "C", "C", "C", "C", "C", "C", "C", "H", "H", "H", "H", "H", "H", "H", "H", "H", "H", "H", "H", "H", "C", "Si", "H", "C", "C", "C", "C", "C", "C", "C", "C", "C", "C", "C", "C", "H", "H", "H", "H", "H", "H", "H", "H", "H", "H", "H", "H", "H"],
  "coordinates": [[4.10387, 0.23964, -2.97750], [3.45099, -0.13026, -1.69373], [3.97972, -1.11325, -0.86234], [3.35492, -1.45602, 0.31304], [2.16033, -0.82089, 0.72174], [1.56593, -1.22181, 1.94405], [0.40979, -0.76591, 2.62757], [0.10578, -1.34981, 3.87751], [-0.99049, -0.95577, 4.60518], [-1.83387, 0.03132, 4.12625], [-1.56908, 0.61493, 2.90292], [-0.47988, 0.22824, 2.16693], [1.65343, 0.17817, -0.13349], [2.28179, 0.50535, -1.30338], [3.53896, 1.01638, -3.49766], [5.10986, 0.62209, -2.80170], [4.16566, -0.62446, -3.64024], [4.89061, -1.60737, -1.15384], [3.78020, -2.22268, 0.93884], [2.09514, -2.01182, 2.44965], [0.74804, -2.12540, 4.25795], [-1.20190, -1.42385, 5.55203], [-2.70043, 0.33828, 4.69072], [-2.22654, 1.37509, 2.51381], [-0.35514, 0.69561, 1.21680], [0.76211, 0.71644, 0.09410], [1.86100, 1.26877, -1.93523], [4.99089, 1.54412, 5.25562], [3.60114, 2.22689, 4.19459], [2.97053, 1.12604, 3.45987], [2.28752, 3.00423, 5.24638], [1.00893, 2.48568, 5.27908], [0.05142, 3.07254, 6.08318], [0.36999, 4.17561, 6.85075], [1.65055, 4.69079, 6.81590], [2.60990, 4.10605, 6.01208], [4.23424, 3.43216, 2.93413], [3.60867, 3.53431, 1.70813], [4.06570, 4.44770, 0.77791], [5.14493, 5.25729, 1.07203], [5.76885, 5.15143, 2.29886], [5.31200, 4.24158, 3.23210], [5.46998, 2.32992, 5.83534], [4.59737, 0.80273, 5.94585], [5.74187, 1.07669, 4.62412], [0.76170, 1.62620, 4.67645], [-0.94653, 2.66915, 6.10629], [-0.37961, 4.63454, 7.47611], [1.90342, 5.55266, 7.41033], [3.61134, 4.50580, 5.97706], [2.76954, 2.89562, 1.48081], [3.57291, 4.53243, -0.17552], [5.49759, 5.97434, 0.34759], [6.60912, 5.78234, 2.53450], [5.79548, 4.15875, 4.19271]],
  "total_energy_ha": -1334.30350,
  "charge": 1,
  "spin_multiplicity": 1,
  "homo_lumo_gap_ev": 5.5048
}

=====

{
  "formula": "C7H8N3O2",
  "method": "ωB97M-V/def2-TZVPD",
  "symbols": ["C", "C", "C", "C", "C", "C", "C", "N", "N", "N", "O", "O", "H", "H", "H", "H", "H", "H", "H", "H"],
  "coordinates": [[1.12009, 0.41129, -2.32384], [0.56422, -0.83986, -2.05050], [1.75082, 1.12933, -1.36335], [0.77224, -1.37750, -0.77965], [1.47444, -1.20793, 1.68938], [1.84124, 0.52374, -0.11815], [1.35865, -0.68781, 0.23118], [-2.55921, 0.13793, 3.37321], [-1.70482, 0.38896, 2.43976], [-1.89944, 1.29420, 1.58956], [0.44824, -1.16022, 2.37734], [2.64843, -1.58342, 2.03936], [1.15992, 0.79268, -3.42536], [0.33982, -1.47710, -2.91176], [2.10443, 2.18418, -1.55800], [0.50146, -2.44328, -0.69399], [2.15568, 1.24433, 0.69700], [-0.66856, -0.21020, 2.39036], [-2.25955, -0.60313, 4.11762], [-2.77797, 1.70797, 1.68335]],
  "total_energy_ha": -586.26124,
  "charge": -1,
  "spin_multiplicity": 1,
  "e_above_lowest_ev": 0.896,
  "homo_lumo_gap_ev": 8.4653
}

=====

{
  "formula": "C3H7BrOSi",
  "method": "ωB97M-V/def2-TZVPD",
  "symbols": ["C", "C", "C", "O", "Si", "Br", "H", "H", "H", "H", "H", "H", "H"],
  "coordinates": [[-1.60893, -2.87855, 0.00931], [0.31583, 1.06381, 1.70808], [0.21713, 1.28346, -1.55328], [-1.46641, -3.40062, -1.07448], [0.27071, 0.25012, -0.01172], [1.99214, -1.20674, -0.17267], [-1.22537, -3.40691, 0.86058], [-0.19362, 0.35535, 2.45799], [1.32791, 1.41210, 2.09355], [-0.11604, 2.03830, 1.48256], [0.61799, 2.22815, -1.34912], [0.67833, 0.83512, -2.47187], [-0.80968, 1.42642, -1.97893]],
  "total_energy_ha": -3057.16030,
  "spin_multiplicity": 1,
  "e_above_lowest_ev": 1.897,
  "homo_lumo_gap_ev": [8.1830, 7.1185]
}